C24H18BrF10N3O2 | ωB97M-V with the def2-TZVPD basis set

Output
SMILES	O=C(F)Cc1c(CCF)c(Br)c2ncc(CCOCC(F)(F)C(F)(F)C(F)(F)C(F)F)nc2c1-c1cccnc1
LUMO level	-1.6669	eV

```
! wB97M-V def2-TZVPD RIJCOSX def2/J DEFGRID3
* xyz 0 1
O -6.863 -0.913 -1.071
C -5.828 -1.324 -0.288
F -5.883 -0.889 1.135
C -4.622 -2.295 -0.920
C -3.323 -2.180 0.074
C -2.842 -3.498 0.979
C -3.653 -4.944 0.851
C -3.197 -5.833 -0.456
F -4.073 -5.620 -1.657
C -1.547 -3.325 1.971
Br -0.923 -4.948 3.022
C -0.691 -1.907 2.176
N 0.458 -1.955 3.142
C 1.070 -0.583 3.215
C 0.597 0.744 2.400
C 1.370 2.165 2.661
C 2.808 2.330 1.894
O 3.232 1.169 1.097
C 4.703 1.156 1.081
C 5.381 0.610 -0.308
F 4.896 -0.766 -0.667
F 6.867 0.446 -0.085
C 5.124 1.547 -1.627
F 6.214 1.188 -2.610
F 3.823 1.161 -2.231
C 5.263 3.161 -1.376
F 3.925 3.698 -1.021
F 6.360 3.565 -0.467
C 5.636 3.837 -2.859
F 5.324 5.305 -2.703
F 4.754 3.357 -3.955
N -0.532 0.723 1.408
C -1.182 -0.626 1.303
C -2.471 -0.753 0.253
C -2.990 0.527 -0.679
C -2.921 0.338 -2.326
C -3.431 1.732 -3.099
C -3.879 2.954 -2.121
N -3.958 3.050 -0.636
C -3.517 1.842 0.119
H -5.101 -3.383 -0.954
H -4.427 -1.993 -2.034
H -3.521 -5.625 1.823
H -4.818 -4.686 0.816
H -3.335 -6.978 -0.151
H -2.098 -5.644 -0.817
H 1.982 -0.449 3.974
H 1.580 2.235 3.828
H 0.655 3.062 2.365
H 3.595 2.657 2.727
H 2.702 3.287 1.191
H 5.034 0.390 1.934
H 5.214 2.173 1.350
H 6.790 3.724 -3.087
H -2.565 -0.628 -2.881
H -3.421 1.804 -4.290
H -4.201 3.949 -2.702
H -3.543 1.858 1.292
*
```

Atom charges from the Löwdin analysis, given in e for atoms 1 to 6: -0.022 -0.157 -0.033 -0.062 -0.046 -0.107


C21H44F24N3O7P3S2 | ωB97M-V with the def2-TZVPD basis set

Output
LUMO level	2.2379	eV

```
! wB97M-V def2-TZVPD RIJCOSX def2/J DEFGRID3
* xyz -2 1
C 0.076 -0.271 1.358
C 0.099 0.477 0.067
O 1.080 0.863 -0.485
N -1.238 0.581 -0.576
H -1.707 -0.338 -0.516
H -1.759 1.351 -0.092
C -1.107 1.074 -1.977
H 0.925 0.048 1.963
H 0.162 -1.342 1.163
H -0.855 -0.117 1.895
H -0.331 0.538 -2.518
H -0.945 2.148 -1.979
H -1.980 0.959 -2.618
C 0.789 -2.548 -1.355
C 1.633 -3.265 -2.412
C 0.754 -3.566 -3.587
N 1.456 -4.350 -4.675
C 2.600 -3.583 -5.276
C 0.519 -4.774 -5.753
C 1.139 -5.969 -6.444
C 2.109 -6.564 -5.395
C 1.923 -5.693 -4.166
H 1.393 -2.020 -0.610
H 0.185 -3.214 -0.736
H 0.139 -1.784 -1.782
H 2.123 -4.096 -1.906
H 2.384 -2.513 -2.666
H 0.371 -2.665 -4.067
H -0.108 -4.178 -3.312
H 3.135 -4.225 -5.968
H 3.263 -3.381 -4.440
H 2.099 -2.710 -5.666
H 0.245 -3.923 -6.379
H -0.440 -5.041 -5.302
H 1.713 -5.679 -7.327
H 0.419 -6.696 -6.806
H 3.140 -6.609 -5.735
H 1.811 -7.585 -5.155
H 2.825 -5.544 -3.578
H 1.143 -6.045 -3.493
C 4.093 2.948 6.491
C 2.682 2.365 6.722
C 2.305 1.458 5.594
N 0.986 0.730 5.763
C 1.095 -0.257 6.853
C -0.094 1.755 6.083
C -1.396 1.185 5.590
C -1.038 -0.016 4.704
C 0.451 0.146 4.475
H 4.266 3.812 7.121
H 4.238 3.126 5.425
H 4.830 2.183 6.753
H 1.989 3.198 6.831
H 2.698 1.864 7.692
H 3.009 0.636 5.434
H 2.230 1.991 4.645
H 0.216 -0.897 6.853
H 1.208 0.225 7.816
H 1.958 -0.890 6.647
H -0.077 2.065 7.127
H 0.123 2.690 5.559
H -2.010 0.832 6.426
H -2.075 1.861 5.073
H -1.242 -0.904 5.310
H -1.567 -0.181 3.769
H 0.932 -0.816 4.292
H 0.691 0.876 3.707
C -0.412 3.933 2.784
F -0.414 4.885 3.729
F 0.195 4.415 1.715
F 0.366 2.895 3.261
S -2.134 3.359 2.352
O -2.727 3.135 3.665
O -2.688 4.399 1.559
O -1.943 2.119 1.604
C -0.089 5.728 -1.432
F 0.644 5.750 -2.574
F -0.363 4.447 -1.160
F 0.742 6.223 -0.483
S -1.638 6.752 -1.644
O -1.086 8.098 -1.508
O -2.064 6.371 -2.970
O -2.525 6.380 -0.571
P -4.445 2.979 -1.638
F -3.760 2.053 -0.465
F -2.983 3.600 -1.971
F -4.145 1.762 -2.698
F -5.168 3.784 -2.834
F -5.878 2.310 -1.227
F -4.697 4.178 -0.620
P -2.969 -2.710 0.439
F -1.450 -3.130 0.824
F -3.513 -3.301 1.834
F -2.722 -1.269 1.151
F -4.438 -2.222 0.027
F -2.370 -2.114 -0.974
F -3.215 -4.137 -0.272
P 0.870 -0.031 -5.727
F 0.398 0.658 -7.128
F 2.301 -0.328 -6.486
F 1.371 1.391 -5.229
F 1.476 -0.765 -4.403
F -0.573 0.189 -5.106
F 0.367 -1.523 -6.267
*
```

Atom charges from the Löwdin analysis, given in e for atoms 1 to 6: 0.001 -0.417 0.157 0.107 0.128 0.128


C3H7ClF2NO2S | ωB97M-V with the def2-TZVPD basis set

Output
LUMO level	3.1184	eV

```
! wB97M-V def2-TZVPD RIJCOSX def2/J DEFGRID3
* xyz -1 1
C -1.773 -0.986 0.855
C -1.433 -0.715 -0.622
C 0.016 -0.317 -0.902
F 0.034 0.473 -2.039
N 0.620 0.391 0.209
S 2.171 0.887 -0.036
O 2.855 0.762 1.206
O 2.787 0.159 -1.106
F 2.106 2.362 -0.413
H -2.853 -0.955 0.993
H -1.326 -0.244 1.517
H -1.387 -1.969 1.143
H -2.122 0.040 -1.005
H -1.646 -1.630 -1.184
H 0.573 -1.222 -1.180
H 0.697 -0.224 1.012
Cl 0.681 3.187 1.552
*
```

Atom charges from the Löwdin analysis, given in e for atoms 1 to 6: -0.098 -0.173 -0.411 0.004 -0.093 0.484


C31H43FeO6P2Si | ωB97M-V with the def2-TZVPD basis set

Output
ΔE to the lowest compared entry with this formula, charge and spin	29.0	kJ/mol
LUMO level (alpha / beta)	0.5429 / -0.8733	eV

```
! wB97M-V def2-TZVPD RIJCOSX def2/J DEFGRID3
* xyz 0 6
Fe 0.977 -0.436 0.503
O -0.147 0.584 4.151
C -0.008 0.838 2.980
O 0.961 0.332 2.241
C -0.966 1.808 2.299
C -2.110 2.134 3.016
C -3.063 2.996 2.496
C -2.873 3.560 1.244
C -1.732 3.250 0.519
C -0.778 2.376 1.032
P 0.714 1.998 0.062
C 0.410 2.598 -1.621
C 1.036 3.711 -2.174
C 0.785 4.064 -3.494
C -0.085 3.309 -4.265
C -0.698 2.185 -3.723
C -0.442 1.824 -2.411
C 1.979 3.066 0.803
C 3.203 2.532 1.189
C 4.156 3.344 1.788
C 3.889 4.687 2.002
C 2.661 5.222 1.630
C 1.705 4.414 1.039
H -2.234 1.686 3.992
H -3.951 3.227 3.069
H -3.608 4.237 0.827
H -1.588 3.687 -0.462
H 1.720 4.303 -1.580
H 1.275 4.931 -3.919
H -0.277 3.586 -5.294
H -1.360 1.579 -4.328
H -0.892 0.927 -2.002
H 3.397 1.480 1.044
H 5.103 2.921 2.099
H 4.631 5.318 2.474
H 2.446 6.267 1.813
H 0.739 4.825 0.772
C 5.233 -2.740 0.711
Si 3.740 -1.784 1.322
C 4.281 -0.652 2.713
C 2.504 -3.029 2.009
C 2.906 -0.848 -0.058
H 5.679 -3.352 1.498
H 6.001 -2.057 0.338
H 4.950 -3.402 -0.113
H 4.791 -1.232 3.487
H 3.425 -0.152 3.172
H 4.985 0.111 2.368
H 2.871 -3.429 2.959
H 2.378 -3.871 1.324
H 1.516 -2.604 2.212
H 2.729 -1.578 -0.860
H 3.486 -0.025 -0.481
C -2.308 -5.341 -0.209
C -1.328 -4.322 -0.765
C 0.106 -4.713 -0.448
C -1.530 -4.129 -2.260
O -1.633 -3.096 -0.024
P -1.260 -1.619 -0.438
O 0.155 -1.555 -1.011
O -1.312 -0.736 0.772
O -2.261 -1.181 -1.584
C -3.665 -0.799 -1.366
C -3.699 0.618 -0.817
C -4.279 -0.869 -2.752
C -4.356 -1.762 -0.412
H -2.131 -6.316 -0.666
H -3.335 -5.039 -0.417
H -2.184 -5.431 0.870
H 0.337 -5.674 -0.911
H 0.240 -4.805 0.631
H 0.799 -3.963 -0.830
H -1.316 -5.069 -2.771
H -0.857 -3.366 -2.654
H -2.558 -3.841 -2.483
H -3.215 1.311 -1.507
H -3.199 0.672 0.150
H -4.738 0.933 -0.695
H -3.732 -0.223 -3.439
H -5.319 -0.540 -2.716
H -4.249 -1.890 -3.135
H -3.904 -1.734 0.580
H -4.320 -2.784 -0.789
H -5.402 -1.466 -0.317
*
```

Atom charges from the Löwdin analysis, given in e for atoms 1 to 6: 0.843 0.099 -0.551 -0.193 -0.133 -0.005


C3H5FO | ωB97M-V with the def2-TZVPD basis set

Output
ΔE to the lowest compared entry with this formula, charge and spin	245.9	kJ/mol
LUMO level	0.6680	eV

```
! wB97M-V def2-TZVPD RIJCOSX def2/J DEFGRID3
* xyz 0 1
C 0.664 1.401 0.023
C 0.640 -0.081 -0.106
C -0.776 -0.830 0.014
H -0.632 1.411 0.665
H 0.628 1.815 -1.105
H 1.547 1.812 0.666
H -0.567 -1.099 1.221
H -0.992 -1.697 -0.626
O 1.555 -0.893 -0.006
F -1.733 0.217 -0.040
*
```

Atom charges from the Löwdin analysis, given in e for atoms 1 to 6: -0.040 -0.496 -0.090 0.213 0.124 0.101


C10H19BrNO3 | ωB97M-V with the def2-TZVPD basis set

Output
ΔE to the lowest compared entry with this formula, charge and spin	0.0	kJ/mol
LUMO level	-4.3538	eV

```
! wB97M-V def2-TZVPD RIJCOSX def2/J DEFGRID3
* xyz 1 1
Br 6.694 0.804 -1.549
C 5.067 1.725 -1.040
C 4.187 0.833 -0.184
C 2.818 1.470 0.077
C 1.839 1.254 -1.078
C 0.798 2.349 -1.406
C -0.527 1.794 -0.861
C -0.288 0.336 -0.838
N 0.957 0.070 -0.876
H 5.380 2.617 -0.503
H 4.590 2.015 -1.976
H 4.690 0.624 0.760
H 4.062 -0.130 -0.690
H 2.919 2.546 0.234
H 2.405 1.059 1.003
H 2.419 1.041 -1.979
H 1.036 3.321 -0.985
H 0.745 2.436 -2.491
H -1.462 2.137 -1.296
H -0.613 2.042 0.210
H -1.049 -0.435 -0.753
H 1.329 -0.872 -0.790
C -2.309 -1.141 2.329
O -3.616 -1.675 2.489
C -4.018 -2.391 1.428
O -3.379 -2.521 0.409
O -5.205 -2.904 1.687
C -5.767 -3.703 0.632
H -2.100 -0.540 3.209
H -1.575 -1.942 2.238
H -2.281 -0.522 1.430
H -5.122 -4.552 0.418
H -5.899 -3.104 -0.266
H -6.727 -4.040 1.008
*
```

Atom charges from the Löwdin analysis, given in e for atoms 1 to 6: 0.666 -0.632 -0.300 -0.144 -0.246 -0.083


C26H41FN4O3S | ωB97M-V with the def2-TZVPD basis set

Output
ΔE to the lowest compared entry with this formula, charge and spin	0.0	kJ/mol
LUMO level (alpha / beta)	-0.6161 / -0.6161	eV

```
! wB97M-V def2-TZVPD RIJCOSX def2/J DEFGRID3
* xyz 0 3
O -0.985 -1.803 -0.322
C -2.055 -1.333 -0.103
F -2.585 -1.382 1.151
C -2.959 -0.612 -1.055
C -2.940 0.869 -0.749
C -1.772 1.573 -0.656
C -1.747 2.973 -0.369
C -2.892 3.670 -0.165
C -4.124 2.972 -0.258
N -5.343 3.484 -0.098
S -6.376 2.293 -0.292
N -5.380 1.063 -0.594
C -4.156 1.575 -0.546
H -3.972 -0.985 -0.918
H -2.622 -0.793 -2.071
H -0.827 1.065 -0.798
H -0.794 3.473 -0.299
H -2.890 4.723 0.068
C 1.408 -4.943 -4.907
C 1.251 -3.552 -5.578
C 2.556 -3.083 -6.244
C 3.596 -2.461 -5.311
C 2.955 -1.410 -4.409
C 1.769 -1.966 -3.627
N 0.771 -2.544 -4.582
O 0.063 -1.621 -5.133
C 2.270 -3.002 -2.606
C 1.091 -0.869 -2.820
C 0.205 -3.718 -6.674
H 1.397 -4.900 -3.823
H 0.578 -5.594 -5.180
H 2.332 -5.437 -5.212
H 2.305 -2.339 -7.007
H 2.993 -3.930 -6.776
H 4.094 -3.232 -4.717
H 4.378 -1.995 -5.913
H 3.688 -1.012 -3.704
H 2.620 -0.567 -5.023
H 1.434 -3.449 -2.066
H 2.907 -2.501 -1.878
H 2.864 -3.800 -3.044
H 0.801 -0.022 -3.440
H 1.777 -0.500 -2.056
H 0.203 -1.250 -2.318
H -0.772 -3.954 -6.251
H 0.510 -4.544 -7.317
H 0.103 -2.827 -7.289
C -1.450 0.521 4.376
C -0.210 1.300 3.860
C 1.108 0.670 4.340
C 1.540 1.033 5.761
C 1.462 2.542 5.983
C 0.077 3.101 5.665
N -0.291 2.739 4.260
O 0.291 3.511 3.412
C -0.936 2.569 6.693
C 0.070 4.619 5.799
C -0.249 1.201 2.341
H -2.011 1.061 5.131
H -2.153 0.341 3.563
H -1.173 -0.447 4.794
H 1.906 0.982 3.660
H 1.027 -0.413 4.239
H 0.936 0.500 6.499
H 2.567 0.697 5.916
H 1.714 2.790 7.016
H 2.205 3.037 5.350
H -1.944 2.915 6.458
H -0.672 2.950 7.679
H -0.956 1.486 6.771
H 0.842 5.086 5.191
H 0.253 4.886 6.839
H -0.896 5.031 5.503
H -1.115 1.725 1.944
H -0.316 0.150 2.059
H 0.646 1.616 1.878
*
```

Atom charges from the Löwdin analysis, given in e for atoms 1 to 6: 0.148 -0.448 0.090 -0.029 -0.152 -0.024